Entry 1:
Density functional theory data (ωB97M-V with the def2-TZVPD basis set) for a cluster of 11 separate species, C44H82O22 in total.

Structure (SMILES)   CCOC(C)=O.CCOC(C)=O.CCOC(C)=O.CCOC(C)=O.CCOC(C)=O.CCOC(C)=O.CCOC(C)=O.CCOC(C)=O.O=C1CCCO1.O=C1CCCO1.O=C1CCCO1
2S+1   1
Relative energy (zero: lowest compared OMol25 entry of this formula, charge and spin)   46.4 kcal/mol
E_HOMO   -9.281 eV
LUMO energy   0.0109 hartree

Positions of all 148 atoms, in Å:
1 C 0.5541 4.8315 5.0805
2 C 0.5466 3.4045 5.7864
3 O 1.1006 2.3847 4.9499
4 C 0.2767 1.7449 4.1334
5 C 0.9845 0.6657 3.3919
6 O -0.9491 1.9598 4.1449
7 H -0.1558 5.4610 5.5904
8 H 0.3454 4.7847 3.9882
9 H 1.5777 5.2526 5.2099
10 H 1.1965 3.4134 6.6723
11 H -0.4536 3.1049 5.9489
12 H 1.1277 -0.1327 4.0870
13 H 2.0197 1.0293 3.1397
14 H 0.3902 0.2892 2.5788
15 C 2.6978 3.7275 -3.5826
16 C 1.2570 3.4322 -3.6110
17 O 1.1865 2.0361 -3.9138
18 C -0.0103 1.5328 -4.0484
19 C -0.0596 0.0471 -4.0301
20 O -1.0145 2.2292 -4.2144
21 H 3.3457 3.5997 -4.4408
22 H 2.9853 3.1031 -2.7720
23 H 2.7999 4.8346 -3.3760
24 H 0.7804 3.4534 -2.6497
25 H 0.6953 4.0441 -4.3024
26 H -0.6269 -0.3653 -4.9091
27 H -0.6393 -0.2061 -3.1604
28 H 0.9021 -0.4322 -3.9490
29 C -6.5980 0.5845 -3.2712
30 C -5.7168 0.2386 -4.4233
31 O -5.3375 -1.1120 -4.4006
32 C -4.2038 -1.4869 -3.6626
33 C -3.8627 -2.9258 -3.7515
34 O -3.5546 -0.7057 -3.0584
35 H -7.5399 0.0410 -3.2102
36 H -6.9157 1.5971 -3.4599
37 H -6.0998 0.4998 -2.3155
38 H -6.1879 0.3395 -5.3388
39 H -4.8912 0.9227 -4.4305
40 H -2.9826 -3.0545 -3.1308
41 H -3.8432 -3.3265 -4.7350
42 H -4.5778 -3.4227 -3.1571
43 C 7.2318 1.3712 1.8737
44 C 6.5012 1.3884 0.4922
45 O 7.5239 0.9721 -0.4185
46 C 7.1499 0.5334 -1.6647
47 C 8.3349 0.3988 -2.5528
48 O 5.9869 0.3119 -1.9623
49 H 6.5133 1.4448 2.7143
50 H 7.6566 2.3715 1.9933
51 H 8.0381 0.6280 1.9391
52 H 5.7975 0.5820 0.5504
53 H 6.0776 2.3592 0.1317
54 H 9.1413 1.1132 -2.2967
55 H 8.0724 0.4950 -3.6874
56 H 8.8039 -0.5577 -2.3883
57 C 4.9185 -4.1876 1.3514
58 C 4.4207 -2.9163 0.6668
59 O 4.8943 -2.9702 -0.6838
60 C 6.1763 -2.5658 -0.9417
61 C 6.4800 -2.7408 -2.3760
62 O 6.9252 -2.2491 -0.0635
63 H 4.3482 -4.1455 2.2708
64 H 5.9549 -4.2474 1.6340
65 H 4.5926 -5.0674 0.8341
66 H 3.3360 -2.9012 0.6553
67 H 4.8630 -2.0649 1.1965
68 H 5.9443 -3.5983 -2.7960
69 H 7.5807 -2.8199 -2.3676
70 H 6.1051 -1.7818 -2.8651
71 C 3.1842 -0.0847 -0.0999
72 C 2.0609 0.8667 -0.4105
73 O 0.8362 0.1692 -0.2464
74 C -0.1937 0.9714 -0.5224
75 C -1.5210 0.3982 -0.0364
76 O -0.0021 2.0223 -1.0517
77 H 4.1298 0.4105 -0.2413
78 H 3.0287 -1.0246 -0.5975
79 H 3.1799 -0.2447 0.9798
80 H 2.0358 1.7497 0.2309
81 H 2.1962 1.0899 -1.4410
82 H -2.4616 0.5141 -0.5483
83 H -1.6792 0.6575 1.0378
84 H -1.4549 -0.6772 -0.0146
85 C -3.1502 -0.4446 5.5419
86 C -3.6805 -1.7359 4.9736
87 O -4.2279 -1.6101 3.6833
88 C -3.4294 -1.5602 2.5353
89 C -4.2304 -1.6686 1.3047
90 O -2.2358 -1.6090 2.6314
91 H -2.8672 -0.5560 6.5729
92 H -4.0480 0.2353 5.5809
93 H -2.3798 0.0135 4.9521
94 H -2.9642 -2.5301 4.9205
95 H -4.4557 -2.0393 5.6431
96 H -5.0564 -0.9843 1.4001
97 H -4.7370 -2.6376 1.3206
98 H -3.5999 -1.7458 0.4377
99 C -6.4550 1.5933 5.0233
100 C -6.3767 2.7903 4.1427
101 O -5.0747 2.9767 3.6292
102 C -4.6319 2.2250 2.6168
103 C -3.1968 2.4765 2.3074
104 O -5.3330 1.3458 2.1309
105 H -6.0193 1.7021 6.0337
106 H -6.1362 0.7251 4.5916
107 H -7.5353 1.4727 5.1543
108 H -7.0763 2.7066 3.3238
109 H -6.5990 3.6931 4.7073
110 H -2.6128 1.5888 2.5108
111 H -2.8248 3.3415 2.8401
112 H -3.1808 2.6419 1.1886
113 O 2.0458 -5.7653 0.2088
114 C 1.4181 -4.8992 0.7939
115 C 0.5192 -5.0741 1.9969
116 C -0.3876 -3.7287 2.0048
117 C 0.4980 -2.7463 1.1386
118 O 1.3284 -3.5909 0.3484
119 H -0.0423 -5.9421 1.8575
120 H 1.0961 -5.1223 2.8737
121 H -1.3696 -3.9165 1.5836
122 H -0.4741 -3.4205 3.0399
123 H -0.0072 -2.0705 0.4438
124 H 1.1488 -2.1292 1.8425
125 O -0.8284 -2.3300 -2.1253
126 C 0.1716 -2.8954 -2.4393
127 C 0.2901 -4.3901 -2.6624
128 C 1.8006 -4.7183 -2.6729
129 C 2.3519 -3.3536 -3.0288
130 O 1.3765 -2.3697 -2.6232
131 H -0.2850 -4.8144 -1.8900
132 H -0.1341 -4.5948 -3.6428
133 H 2.0821 -5.1237 -1.6766
134 H 2.0017 -5.4782 -3.4087
135 H 3.2031 -2.9179 -2.5205
136 H 2.5224 -3.3013 -4.1426
137 O -4.0252 6.4002 -3.7400
138 C -3.5715 5.4184 -3.2974
139 C -3.8029 3.9958 -3.8546
140 C -3.4841 3.1231 -2.6604
141 C -2.4518 3.9748 -1.9331
142 O -2.8097 5.3415 -2.2351
143 H -4.8584 3.9518 -4.1735
144 H -3.1798 3.7296 -4.7069
145 H -4.3437 3.0168 -2.0026
146 H -3.0968 2.1614 -2.9239
147 H -2.3654 3.9140 -0.8471
148 H -1.4790 3.8665 -2.2981

***

Entry 2:
Density functional theory data (ωB97M-V with the def2-TZVPD basis set) for an isolated molecule of C6H8N2S3.

Structure (SMILES)   CN(C)C(=S)n1ccsc1=S
2S+1   1
Relative energy (zero: lowest compared OMol25 entry of this formula, charge and spin)   0.0 kcal/mol
E_HOMO   -8.090 eV
LUMO energy   0.0087 hartree

Positions of all 19 atoms, in Å:
1 C -1.1103 1.4271 -0.1904
2 N -1.1747 0.1459 0.4686
3 C -2.3926 -0.1694 1.1722
4 C -0.2215 -0.7803 0.3821
5 S -0.4026 -2.3446 0.8485
6 N 1.0398 -0.3882 -0.1581
7 C 1.5189 -1.0810 -1.2548
8 C 2.7546 -0.7412 -1.6360
9 S 3.4152 0.4774 -0.5895
10 C 1.9456 0.4874 0.3923
11 S 1.8297 1.4033 1.7478
12 H -2.0749 1.6303 -0.6579
13 H -0.8820 2.2231 0.5222
14 H -0.3446 1.4212 -0.9637
15 H -2.8328 0.7478 1.5572
16 H -3.1070 -0.6729 0.5146
17 H -2.1679 -0.8409 2.0003
18 H 0.8808 -1.8212 -1.7017
19 H 3.3264 -1.1239 -2.4538

***

Entry 3:
Density functional theory data (ωB97M-V with the def2-TZVPD basis set) for a structure of composition C14H32MnNO3P2Si.

Total charge   +1
2S+1   6
Relative energy (zero: lowest compared OMol25 entry of this formula, charge and spin)   54.9 kcal/mol
E_HOMO (alpha / beta)   -9.335 / -9.315 eV
LUMO energy (alpha / beta)   -0.1101 / -0.1284 hartree

Positions of all 54 atoms, in Å:
1 Mn -0.2634 -0.4663 0.3325
2 P 2.0832 -1.1865 0.2919
3 C 2.1040 -1.5591 -1.4325
4 C 0.9238 -1.7300 -2.1791
5 N -0.2862 -1.3252 -1.6214
6 C -1.4251 -1.4503 -2.3244
7 C -1.4668 -2.1110 -3.5507
8 C -0.2709 -2.5314 -4.1372
9 C 0.9189 -2.3102 -3.4736
10 C -2.6939 -0.8474 -1.7406
11 P -2.3265 0.6016 -0.6673
12 H 1.8787 -2.5973 -3.8973
13 H -2.4345 -2.2505 -4.0309
14 H -0.2897 -3.0176 -5.1089
15 H -3.3805 -0.5376 -2.5410
16 H -3.2217 -1.5874 -1.1138
17 H 3.6994 2.7432 -3.6983
18 H 3.0472 -1.7633 -1.9379
19 H 0.4072 4.3916 -0.6065
20 O 3.1074 2.3053 -4.2953
21 H 2.2479 2.7353 -4.1298
22 H 0.5752 0.4463 1.5610
23 O -0.4559 4.7629 -0.7444
24 H -0.5574 5.4299 -0.0464
25 C -2.2276 1.9680 -1.8631
26 H -3.2353 2.2492 -2.2013
27 H -1.7420 2.8399 -1.4024
28 H -1.6323 1.6555 -2.7308
29 C -3.8846 0.8816 0.2249
30 H -3.6739 1.5754 1.0502
31 H -4.6492 1.3211 -0.4317
32 H -4.2530 -0.0640 0.6450
33 C 2.4427 -2.7364 1.1991
34 H 3.5266 -2.8293 1.3598
35 H 1.9187 -2.7513 2.1652
36 H 2.0906 -3.5738 0.5807
37 C 3.4413 -0.0418 0.7013
38 H 3.2206 0.5010 1.6331
39 H 4.3782 -0.6040 0.8238
40 H 3.5512 0.6783 -0.1212
41 C -1.5054 1.2444 4.5047
42 Si -0.1067 0.2750 3.7677
43 C 1.5720 0.8590 4.3087
44 C -0.3001 -1.5623 4.0026
45 O -0.2524 0.5865 2.1018
46 H -1.4839 1.1755 5.6001
47 H -2.4775 0.8709 4.1582
48 H -1.4435 2.3036 4.2257
49 H 1.6104 0.7468 5.4034
50 H 2.3892 0.2723 3.8664
51 H 1.7253 1.9187 4.0605
52 H -1.2621 -1.9157 3.6055
53 H 0.5001 -2.1453 3.5293
54 H -0.2823 -1.7613 5.0836

***

Entry 4:
Density functional theory data (ωB97M-V with the def2-TZVPD basis set) for a structure of composition C4H10N2O.

2S+1   1
Relative energy (zero: lowest compared OMol25 entry of this formula, charge and spin)   119.7 kcal/mol
E_HOMO   -7.705 eV
LUMO energy   0.0312 hartree

Positions of all 17 atoms, in Å:
1 C 0.6741 -0.1381 0.4866
2 C -1.5425 0.0697 -0.2767
3 C 1.3073 0.9969 -0.2917
4 C 0.0127 -1.1504 -0.2072
5 N -1.9701 1.1330 0.5495
6 O 2.0324 -1.1529 1.1093
7 N 0.0852 -2.1679 -0.8719
8 H 2.5400 -1.4892 0.3569
9 H 0.3540 0.0595 1.5035
10 H -0.7421 -2.4894 -1.3714
11 H -1.4405 1.9865 0.4380
12 H -2.0374 0.8881 1.5285
13 H -1.4600 0.3938 -1.3148
14 H -2.2489 -0.7580 -0.2030
15 H 0.6268 1.8434 -0.3924
16 H 1.6070 0.6712 -1.2868
17 H 2.2020 1.3040 0.2434

***

Entry 5:
Density functional theory data (ωB97M-V with the def2-TZVPD basis set) for a cluster of 10 separate species, C25H75N13O10 in total.

Structure (SMILES)   COC[C@H](C)N.COC[C@H](C)N.COC[C@H](C)N.COC[C@H](C)N.COC[C@H](C)N.NC(N)=O.NC(N)=O.NC(N)=O.NC(N)=O.CO
2S+1   1
E_HOMO   -8.772 eV
LUMO energy   0.0032 hartree

Positions of all 123 atoms, in Å:
1 C -0.6740 0.1604 5.6937
2 O -1.4761 1.1549 5.0177
3 C -0.7633 1.7996 3.9640
4 C -0.1057 3.0956 4.5064
5 C -1.1113 4.1564 4.9741
6 N 0.6772 3.6028 3.3440
7 H 0.1801 0.5755 6.2288
8 H -0.4124 -0.6579 5.0228
9 H -1.2222 -0.3254 6.5009
10 H -0.1296 1.0228 3.5361
11 H -1.5187 2.1469 3.2591
12 H 0.5786 2.7346 5.2742
13 H -0.5286 5.0253 5.2797
14 H -1.6512 3.7754 5.8409
15 H -1.8101 4.2754 4.1460
16 H 1.4651 2.9776 3.2523
17 H 1.0989 4.4859 3.5937
18 C 3.4872 -2.0818 -0.6770
19 O 4.8342 -1.7370 -0.9890
20 C 5.4975 -1.1016 0.1438
21 C 6.8422 -0.5091 -0.2163
22 C 7.8309 -1.5239 -0.8651
23 N 7.2558 0.0021 1.0889
24 H 2.7744 -1.2582 -0.6356
25 H 3.3750 -2.6407 0.2520
26 H 3.2296 -2.6841 -1.5482
27 H 4.8692 -0.2842 0.4976
28 H 5.6483 -1.8571 0.9148
29 H 6.7767 0.3441 -0.8916
30 H 7.2302 -2.0181 -1.6286
31 H 8.3035 -2.2892 -0.2494
32 H 8.6287 -0.9191 -1.2962
33 H 6.6184 0.4557 1.7278
34 H 7.3140 -0.8837 1.5705
35 C 0.3650 2.3194 -6.9128
36 O 1.3717 1.3898 -6.6074
37 C 0.7462 0.2134 -6.0704
38 C 0.9501 0.2010 -4.5579
39 C 2.4134 0.1489 -4.1881
40 N 0.2818 -0.7919 -3.8346
41 H -0.2999 1.9256 -7.6815
42 H 0.9722 3.1348 -7.3059
43 H -0.2344 2.6982 -6.0850
44 H -0.2690 0.1128 -6.4541
45 H 1.2193 -0.7203 -6.3747
46 H 0.5423 1.1933 -4.3655
47 H 2.5790 0.1814 -3.1112
48 H 2.9662 0.9238 -4.7192
49 H 2.7467 -0.8234 -4.5512
50 H 0.4594 -0.4405 -2.9045
51 H 0.7914 -1.6604 -3.9129
52 C -3.9749 2.2037 0.5611
53 O -4.4449 1.7735 1.8340
54 C -4.6852 2.8014 2.8138
55 C -5.7355 2.4624 3.8863
56 C -7.1168 2.1695 3.2736
57 N -5.8858 3.4850 4.9170
58 H -4.7811 2.8313 0.1814
59 H -3.7626 1.3839 -0.1251
60 H -3.0377 2.7561 0.6296
61 H -3.7822 3.0615 3.3662
62 H -4.9746 3.7230 2.3088
63 H -5.3984 1.5066 4.2873
64 H -7.4511 3.1131 2.8424
65 H -7.7834 1.8182 4.0612
66 H -7.1401 1.4713 2.4369
67 H -5.0485 4.0492 4.8882
68 H -5.7359 2.8716 5.7053
69 C -0.8332 -4.0886 -1.7426
70 O 0.2117 -5.0741 -1.6503
71 C 0.7779 -5.1024 -0.3447
72 C -0.1142 -5.9545 0.6511
73 C 0.3540 -6.1232 2.0851
74 N -0.0262 -7.3630 0.2586
75 H -1.7024 -4.3615 -1.1441
76 H -1.1431 -4.0431 -2.7866
77 H -0.4459 -3.1001 -1.4956
78 H 1.7515 -5.5726 -0.4829
79 H 0.7841 -4.0556 -0.0410
80 H -1.1291 -5.5583 0.6172
81 H -0.3492 -6.5616 2.7932
82 H 0.5605 -5.1035 2.4103
83 H 1.2813 -6.6899 2.1687
84 H 0.2846 -7.4072 -0.7014
85 H 0.7167 -7.7732 0.8062
86 N -2.5195 2.1237 -3.8090
87 C -2.3131 2.7410 -2.6987
88 N -3.2686 3.5884 -2.3627
89 O -1.4281 2.4410 -1.9271
90 H -3.2246 2.4144 -4.4710
91 H -1.8739 1.3645 -3.9735
92 H -3.0971 4.1461 -1.5383
93 H -4.1051 3.6193 -2.9279
94 N -0.1837 0.9548 0.7122
95 C -0.3792 -0.1570 0.1806
96 N -1.3386 0.0199 -0.6713
97 O 0.0393 -1.2526 0.5025
98 H -0.8149 1.6977 0.4482
99 H 0.5777 1.1286 1.3527
100 H -1.8889 -0.7606 -1.0003
101 H -1.4047 0.9345 -1.0947
102 N -4.6708 -1.9499 -3.5273
103 C -3.7102 -1.3457 -2.9839
104 N -2.5880 -1.4561 -3.6000
105 O -3.8294 -0.7257 -1.9645
106 H -5.6062 -1.6811 -3.2575
107 H -4.5231 -2.3380 -4.4480
108 H -2.6273 -1.7986 -4.5493
109 H -1.6856 -1.0938 -3.3269
110 N 3.8734 -0.5886 2.9918
111 C 2.6515 -0.2266 2.5751
112 N 1.9993 -1.2875 2.3961
113 O 2.2111 0.8366 2.3047
114 H 4.1266 -1.5095 3.3201
115 H 4.4442 0.2342 3.1232
116 H 2.5505 -2.0834 2.6841
117 H 1.1456 -1.2958 1.8563
118 C 2.3396 2.2263 -1.0937
119 O 1.7853 3.5150 -1.2102
120 H 1.5596 1.4999 -1.3219
121 H 3.2406 2.0992 -1.6938
122 H 2.7502 1.9601 -0.1197
123 H 0.8316 3.4300 -1.1414

***

| no. | calculated total energy (eV) |
| --- | --- |
| 1 | -92003.470 |
| 2 | -41837.295 |
| 3 | -80441.477 |
| 4 | -9333.796 |
| 5 | -66984.258 |